The following is a quantum chemistry calculation of a single C4H11NOS molecule, from the Open Molecules 2025 dataset.

```
18
C4H11NOS, DFT ωB97M-V/def2-TZVPD
H 1.01273 1.57392 -0.01798
H -0.88846 -0.87308 3.04774
H 0.91976 0.31291 2.35678
H -1.04681 0.57143 -2.31876
H 0.60957 0.69369 -2.22866
O -0.39212 -1.25370 -2.56634
C 0.06789 1.07452 0.31937
C -0.21423 -0.01296 -1.92105
H -1.23685 -0.74430 -0.10754
S -1.38794 0.31177 2.53538
C 0.14913 0.99795 1.83865
H 1.74424 -0.89268 -0.20856
H 0.08348 -1.99143 -2.17592
N 0.79268 -1.16647 -0.00019
H -0.75588 1.75356 -0.05413
H 0.63816 -2.02783 -0.50243
C -0.31509 -0.25955 -0.39176
H 0.21974 1.93224 2.39538
```

Summary:
HOMO level	-8.91	eV
DFT total energy	-18697.9556	eV
total charge	0
relative energy (zero: lowest compared OMol25 entry of this formula, charge and spin)	1.963	eV
SMILES	N[C@H](CO)CCS
orbital gap	9.7	eV
multiplicity	1

The following is a quantum chemistry calculation of a molecular structure, C4H11NP, from the Open Molecules 2025 dataset.

```
17
C4H11NP, DFT ωB97M-V/def2-TZVPD
H -3.61606 -1.09554 -1.00979
C 1.12114 -0.68425 -0.19182
H -0.63365 0.98388 2.18210
H 1.61047 0.88359 -1.65288
C 1.69558 1.30258 0.35452
H -0.32986 -0.57328 2.53636
P -2.40724 -0.52348 -0.80063
C 1.96021 0.44807 -0.76610
C 0.76479 0.15002 0.79276
H -1.24928 -0.27060 1.22151
H -1.82079 -1.39099 -1.79417
H 1.33972 2.33959 0.28276
H 3.00057 0.16348 -1.00166
H 2.51498 1.56001 0.94301
H -2.73953 0.58839 -1.69869
H 0.86378 -1.67982 -0.54137
N -0.43595 0.07805 1.70959
```

Summary:
HOMO level	-14.15	eV
DFT total energy	-15095.5363	eV
total charge	+1
relative energy (zero: lowest compared OMol25 entry of this formula, charge and spin)	2.803	eV
orbital gap	10.8	eV
multiplicity	1

The following is a quantum chemistry calculation of 2 unconnected molecules or ions with the total composition C4H11NP, from the Open Molecules 2025 dataset.

```
17
C4H11NP, DFT ωB97M-V/def2-TZVPD
C 1.51586 -0.94646 0.20064
P -0.42827 0.84910 -0.16687
H 1.21706 2.53281 0.32127
H 1.16527 -1.08738 1.21875
H -3.34794 0.36602 -0.55437
C 2.24825 0.45833 0.32829
C 1.19873 1.43570 0.13555
H 0.43084 -0.76756 -1.80628
C 0.21331 -0.89423 -0.66166
H 3.17034 0.70394 -0.22568
H -3.04461 -0.81535 0.39155
H -1.14480 1.71477 -0.88724
N -2.86638 0.25112 0.27470
H -3.24547 0.69612 1.15779
H -0.54071 -1.59774 -0.54548
H 2.47601 0.38588 1.41584
H 2.06025 -1.78872 -0.23817
```

Summary:
HOMO level	-13.48	eV
DFT total energy	-15096.0575	eV
total charge	+1
relative energy (zero: lowest compared OMol25 entry of this formula, charge and spin)	2.281	eV
orbital gap	8.4	eV
multiplicity	1